{"formula": "C49H100IN3O21S", "method": "ωB97M-V/def2-TZVPD", "elements": ["C", "C", "S", "C", "C", "C", "C", "O", "C", "C", "C", "O", "C", "C", "C", "C", "C", "N", "C", "C", "C", "C", "O", "C", "C", "C", "C", "O", "N", "C", "C", "C", "C", "C", "C", "I", "C", "C", "C", "N", "C", "O", "C", "C", "O", "H", "H", "H", "H", "H", "H", "H", "H", "H", "H", "H", "H", "H", "H", "H", "H", "H", "H", "H", "H", "H", "H", "H", "H", "H", "H", "H", "H", "H", "H", "H", "H", "H", "H", "H", "H", "H", "H", "H", "H", "C", "O", "H", "H", "H", "H", "C", "O", "H", "H", "H", "H", "C", "O", "H", "H", "H", "H", "C", "O", "H", "H", "H", "H", "C", "O", "H", "H", "H", "H", "C", "O", "H", "H", "H", "H", "C", "O", "H", "H", "H", "H", "C", "O", "H", "H", "H", "H", "C", "O", "H", "H", "H", "H", "C", "O", "H", "H", "H", "H", "C", "O", "H", "H", "H", "H", "C", "O", "H", "H", "H", "H", "C", "O", "H", "H", "H", "H", "C", "O", "H", "H", "H", "H", "C", "O", "H", "H", "H", "H"], "positions_angstrom": [[3.8496, -2.7761, 4.9946], [4.6042, -2.0220, 3.8827], [3.9334, -0.3323, 3.7058], [2.5788, -0.4137, 2.4822], [2.2649, 1.0095, 2.0930], [3.1577, 1.6593, 1.2615], [2.9170, 2.9551, 0.8759], [3.7685, 3.6060, 0.0214], [4.0887, 2.8693, -1.1664], [2.8725, 2.2792, -1.9139], [2.9229, 2.6002, -3.4146], [2.9808, 0.8437, -1.8375], [1.8031, 3.6763, 1.2975], [1.6016, 5.0922, 0.8242], [1.2136, 5.3047, -0.4812], [1.0871, 6.6390, -0.8447], [1.3554, 7.5844, 0.1170], [1.6932, 7.3834, 1.3792], [1.8158, 6.1059, 1.7318], [0.9192, 3.0182, 2.1263], [1.1497, 1.7015, 2.4993], [0.0979, 1.0562, 3.3681], [0.3696, 0.3002, 4.2831], [-1.3166, 1.4195, 2.9798], [-2.3516, 0.5047, 2.9528], [-2.1038, -0.9517, 3.3095], [-1.4198, -1.6704, 2.1413], [-1.0239, -1.0307, 1.1899], [-1.2511, -3.1115, 2.1724], [0.1111, -3.4490, 1.6974], [-2.2152, -3.6399, 1.1770], [-3.6062, 0.9467, 2.5597], [-4.7821, -0.0218, 2.4641], [-4.9813, -0.7089, 1.0775], [-6.4639, -0.7238, 0.6190], [-3.7660, 0.1109, -0.5230], [-3.8440, 2.2756, 2.2324], [-5.2053, 2.8057, 1.8231], [-5.9246, 3.3774, 3.1022], [-6.4613, 4.7363, 2.9049], [-2.7989, 3.1779, 2.2683], [-2.9342, 4.5010, 1.9262], [-1.5460, 2.7269, 2.6271], [-0.3511, 3.6585, 2.6425], [-0.4092, 4.8073, 3.0379], [3.7172, -2.1376, 5.8711], [2.8457, -3.0706, 4.6665], [4.3958, -3.6811, 5.2811], [5.6513, -1.9353, 4.1800], [4.5476, -2.5039, 2.9028], [1.7154, -0.9456, 2.8799], [2.9076, -0.9446, 1.5793], [4.0591, 1.1895, 0.8861], [4.6351, 3.5196, -1.8562], [4.7863, 2.0593, -0.9215], [1.9046, 2.6387, -1.5559], [1.9207, 2.3569, -3.7921], [3.0537, 3.6728, -3.5822], [3.6532, 1.9832, -3.9360], [2.3519, 0.5087, -1.1896], [1.0241, 4.4977, -1.1756], [0.8173, 6.9190, -1.8559], [1.2757, 8.6280, -0.1962], [2.1124, 5.8892, 2.7534], [-3.0315, -1.4493, 3.5976], [-1.4241, -1.0451, 4.1625], [0.1435, -3.6468, 0.6169], [0.8165, -2.6348, 1.8656], [0.4869, -4.3591, 2.1763], [-3.2365, -3.3963, 1.4936], [-2.1201, -4.7247, 1.0822], [-2.0645, -3.1822, 0.1880], [-4.6345, -0.7830, 3.2325], [-5.6867, 0.5248, 2.7324], [-4.6553, -1.7448, 1.1769], [-7.0850, -0.1025, 1.2699], [-6.5804, -0.4505, -0.4287], [-6.8215, -1.7561, 0.7136], [-5.1314, 3.5596, 1.0374], [-5.8261, 2.0028, 1.4161], [-6.7110, 2.6993, 3.4440], [-5.1784, 3.4560, 3.9003], [-5.6802, 5.3330, 2.6544], [-7.0741, 4.7152, 2.0949], [-3.3402, 5.0003, 2.6424], [6.4224, -2.1727, 7.7373], [6.8268, -1.8905, 6.4041], [6.6597, -3.2123, 7.9533], [6.9566, -1.5289, 8.4408], [5.3451, -2.0204, 7.8505], [6.6096, -0.9665, 6.2328], [-6.7251, -4.7033, 2.0548], [-5.3730, -4.9488, 2.4183], [-7.0776, -3.8265, 2.5950], [-6.7910, -4.5159, 0.9787], [-7.3439, -5.5633, 2.3218], [-5.0869, -5.7282, 1.9271], [-5.8552, -7.2067, -1.2701], [-5.2384, -7.4063, -0.0033], [-6.9297, -7.1194, -1.1268], [-5.4778, -6.2891, -1.7287], [-5.6490, -8.0577, -1.9249], [-4.2906, -7.4823, -0.1581], [3.4685, 7.0870, 5.5086], [3.1593, 5.6955, 5.5290], [4.5240, 7.2136, 5.7367], [3.2640, 7.5041, 4.5189], [2.8728, 7.6102, 6.2611], [2.2231, 5.6102, 5.3258], [-3.2260, -10.2453, -2.6739], [-3.7254, -10.2265, -1.3346], [-2.1427, -10.3332, -2.6333], [-3.6398, -11.0957, -3.2158], [-3.4943, -9.3165, -3.1864], [-4.6815, -10.1481, -1.3888], [-6.3165, -11.4684, -5.3348], [-4.9646, -11.7175, -4.9593], [-6.6637, -10.5915, -4.7935], [-6.3845, -11.2768, -6.4084], [-6.9474, -12.3223, -5.0761], [-4.6710, -12.4936, -5.4445], [4.8230, 3.8921, -6.3832], [5.3707, 3.5619, -5.1071], [3.7439, 3.9798, -6.2859], [5.2284, 4.8404, -6.7322], [5.0556, 3.1049, -7.1047], [6.3256, 3.4870, -5.2123], [6.7618, 2.7006, 6.1041], [6.4069, 1.3200, 6.0917], [7.8208, 2.7770, 6.3383], [6.5765, 3.1476, 5.1251], [6.1859, 3.2336, 6.8637], [5.4680, 1.2665, 5.8822], [-0.3196, 1.8960, -6.6456], [1.0899, 1.7032, -6.5237], [-0.5006, 2.8463, -7.1424], [-0.7584, 1.0916, -7.2417], [-0.7817, 1.9167, -5.6547], [1.2260, 0.8603, -6.0822], [-0.3347, 5.7537, -5.1497], [0.9924, 5.4466, -4.7292], [-0.7052, 6.5803, -4.5462], [-0.3366, 6.0465, -6.2022], [-0.9799, 4.8888, -5.0114], [1.3012, 4.7146, -5.2724], [1.3908, -7.6138, 0.4962], [0.1953, -6.8490, 0.4115], [1.5854, -8.0495, -0.4812], [2.2338, -6.9762, 0.7772], [1.2780, -8.4164, 1.2296], [0.0359, -6.4705, 1.2816], [-3.3213, 5.1417, -7.7981], [-2.6901, 4.6634, -6.6123], [-2.5623, 5.6069, -8.4226], [-3.7795, 4.3148, -8.3465], [-4.0852, 5.8825, -7.5503], [-3.3741, 4.2566, -6.0726], [2.3834, 4.8449, -9.0737], [3.6719, 5.2679, -8.6379], [2.0831, 3.9927, -8.4665], [1.6548, 5.6508, -8.9471], [2.4156, 4.5425, -10.1236], [3.9285, 6.0193, -9.1791], [-1.2756, -6.2070, 4.7842], [-0.8739, -6.1445, 3.4196], [-1.0577, -7.2048, 5.1570], [-0.7227, -5.4741, 5.3767], [-2.3479, -6.0176, 4.8726], [-1.0717, -5.2571, 3.1003], [7.2306, 1.0217, -3.8216], [8.1176, 1.8471, -4.5795], [6.7339, 0.3347, -4.5013], [7.7917, 0.4510, -3.0776], [6.4807, 1.6422, -3.3255], [8.5473, 2.4478, -3.9643]], "lowdin_charge": [-0.17, -0.51, 0.90, -0.41, -0.23, 0.04, -0.21, -0.02, -0.11, -0.37, -0.04, -0.05, -0.03, -0.15, 0.01, -0.04, -0.17, 0.09, -0.08, -0.01, -0.04, -0.23, 0.11, -0.03, -0.11, -0.01, -0.41, 0.06, -0.15, -0.06, -0.07, -0.18, -0.16, -0.67, -0.16, 0.93, -0.16, -0.12, -0.24, -0.01, -0.20, 0.07, 0.00, -0.21, 0.14, 0.05, 0.06, 0.07, 0.05, 0.07, 0.05, 0.09, 0.14, 0.13, 0.12, 0.13, 0.07, 0.08, 0.08, 0.08, 0.11, 0.10, 0.10, 0.11, 0.11, 0.13, 0.10, 0.07, 0.07, 0.07, 0.09, 0.09, 0.10, 0.09, 0.04, 0.07, 0.04, 0.06, 0.12, 0.08, 0.11, 0.11, 0.05, 0.07, 0.12, -0.15, -0.14, 0.08, 0.08, 0.07, 0.04, -0.16, -0.14, 0.07, 0.07, 0.08, 0.05, -0.15, -0.13, 0.08, 0.08, 0.06, 0.08, -0.16, -0.14, 0.08, 0.07, 0.08, 0.06, -0.15, -0.13, 0.08, 0.05, 0.07, 0.06, -0.15, -0.14, 0.08, 0.08, 0.08, 0.08, -0.15, -0.15, 0.06, 0.07, 0.09, 0.06, -0.14, -0.15, 0.08, 0.08, 0.08, 0.05, -0.15, -0.14, 0.06, 0.08, 0.08, 0.07, -0.16, -0.13, 0.08, 0.07, 0.06, 0.05, -0.15, -0.14, 0.08, 0.08, 0.08, 0.02, -0.14, -0.15, 0.08, 0.08, 0.08, 0.08, -0.14, -0.14, 0.07, 0.08, 0.08, 0.08, -0.13, -0.14, 0.08, 0.08, 0.08, 0.02, -0.15, -0.13, 0.08, 0.08, 0.06, 0.08], "e_lumo_ev": -0.32, "largest_force_ha_per_bohr": 0.04620, "orbital_gap_ev": 8.0}